Record 1
91
Properties=species:S:1:pos:R:3:forces:R:3 method="wB97M-V/def2-TZVPD" charge=+1 e_homo_ev=-11.807 gap_ha=0.26716 e_tot_ha=-27119.771197
O -2.9808 8.2529 0.0445 0.2 -3.7 -0.7
P -2.2730 6.7237 -0.2748 -1.7 3.7 -1.0
Br -2.0183 6.6329 -2.5150 -0.1 -0.3 2.0
H -3.9215 8.1479 -0.2301 0.3 0.5 0.3
H -3.1465 5.6815 0.1978 0.1 1.1 -0.7
H -1.0158 6.7556 0.4218 -1.0 1.3 -1.0
C -1.5122 3.3850 1.7172 0.3 -1.0 0.5
Cl -0.4655 3.1704 3.1206 -0.2 0.2 -0.3
Cl -1.0260 4.8391 0.8033 1.3 -2.5 1.1
Cl -1.4630 1.9486 0.6854 0.0 0.3 0.0
H -2.5320 3.5245 2.0678 0.2 0.1 -0.1
C 0.9328 9.0663 -0.8518 0.1 0.1 -0.5
Cl -0.7558 9.6149 -0.9473 0.7 0.0 0.1
Cl 1.0783 7.5512 0.0585 0.3 0.0 0.1
Cl 1.6113 8.8738 -2.4705 -0.1 0.0 0.3
H 1.5064 9.8252 -0.3298 -0.2 -0.2 -0.1
C 2.2007 1.3734 0.3191 0.2 -0.1 0.0
Cl 3.2458 1.1749 1.7314 -0.2 0.0 -0.1
Cl 2.6592 2.8152 -0.5994 -0.1 0.0 0.0
Cl 2.2650 -0.0658 -0.7076 -0.1 0.1 0.1
H 1.1783 1.4991 0.6623 0.2 0.0 0.0
C 4.1341 -2.5058 2.1714 0.1 -0.1 -0.1
Cl 3.3957 -2.6175 3.7745 0.0 0.1 -0.2
Cl 5.7360 -1.7667 2.2781 -0.3 -0.3 -0.2
Cl 4.2211 -4.0993 1.4130 0.4 0.1 0.0
H 3.5068 -1.8697 1.5503 0.1 -0.1 0.1
C 7.4616 0.8699 4.6998 0.1 -0.1 0.0
Cl 9.0408 1.3372 4.0563 -0.2 0.0 0.1
Cl 6.1906 1.1657 3.5027 0.2 0.3 0.2
Cl 7.4705 -0.8274 5.1956 0.0 0.2 0.0
H 7.2547 1.4801 5.5754 0.0 -0.1 -0.2
C 0.6009 -5.2244 -0.2164 0.0 0.1 0.2
Cl 1.0558 -4.1705 1.1272 -0.4 -0.1 0.0
Cl -1.0946 -5.7128 -0.0789 0.1 0.0 0.0
Cl 0.8915 -4.4123 -1.7593 0.1 -0.3 0.1
H 1.2195 -6.1190 -0.1784 -0.2 0.3 0.0
C -4.7552 2.4390 -1.1122 -0.3 -0.3 -0.4
Cl -4.4168 3.5758 0.2098 -0.3 0.1 0.1
Cl -6.4166 1.8520 -1.0105 0.3 0.1 0.1
Cl -4.4557 3.1980 -2.6800 0.1 0.0 0.2
H -4.0833 1.5893 -1.0105 0.0 0.2 0.0
C 1.0510 -1.1778 6.9725 0.1 -0.1 -0.1
Cl 1.7909 0.0193 5.8985 0.0 0.0 0.1
Cl -0.7038 -0.9562 7.0340 0.1 0.0 0.0
Cl 1.4521 -2.8177 6.4485 0.1 0.3 0.1
H 1.4494 -1.0313 7.9734 -0.1 0.0 -0.2
C -0.2391 -0.1556 -3.5364 0.1 -0.2 -0.1
Cl -1.9038 0.4496 -3.5685 0.0 0.1 0.1
Cl -0.1554 -1.7007 -2.6811 0.3 0.7 0.0
Cl 0.3932 -0.3229 -5.1777 -0.1 0.1 0.2
H 0.3766 0.5652 -3.0029 -0.1 -0.1 -0.1
C -7.0063 6.1974 -2.9659 -0.6 0.0 -0.2
Cl -7.0836 6.8607 -4.6011 0.1 -0.1 0.3
Cl -5.5336 6.7445 -2.1434 0.2 0.0 0.0
Cl -8.4401 6.6523 -2.0391 0.2 -0.1 -0.1
H -6.9735 5.1125 -3.0368 0.1 0.2 0.1
C 0.5855 13.2399 -1.1815 -0.1 0.3 -0.2
Cl 1.5118 12.1482 -0.1378 0.1 0.4 0.1
Cl 0.0955 14.6836 -0.2883 0.0 -0.2 -0.1
Cl 1.5279 13.6803 -2.6101 -0.1 -0.1 0.2
H -0.3111 12.7193 -1.5098 0.2 0.0 0.1
C 0.9482 -2.9140 -7.8721 0.0 -0.1 0.1
Cl 2.0215 -3.2151 -6.4997 -0.1 0.0 -0.1
Cl 1.4603 -1.4696 -8.7567 -0.1 0.0 0.1
Cl 0.9028 -4.3180 -8.9466 0.0 0.1 0.1
H -0.0558 -2.7430 -7.4901 0.2 0.0 -0.1
C 0.7381 -8.6317 -2.9452 0.0 0.1 -0.1
Cl -0.4006 -7.4135 -3.5365 0.1 -0.1 0.0
Cl 2.1775 -8.6859 -3.9704 -0.2 0.0 0.1
Cl 1.1844 -8.3035 -1.2637 0.0 -0.3 -0.1
H 0.2517 -9.6032 -2.9863 0.1 0.2 0.0
C -0.5864 -6.3006 6.6575 0.2 0.1 0.0
Cl -1.2156 -4.6829 6.9973 -0.2 -0.3 0.0
Cl -1.4209 -7.0135 5.2690 0.0 0.0 0.1
Cl 1.1594 -6.2441 6.3712 -0.1 0.0 0.0
H -0.7723 -6.9300 7.5276 0.2 0.3 -0.5
C -3.8583 -8.1319 7.8419 -0.2 -0.1 -0.1
Cl -2.4604 -7.6697 8.8260 -0.4 -0.2 0.3
Cl -3.9834 -9.8917 7.7287 0.1 0.2 0.0
Cl -5.3430 -7.4434 8.5109 0.2 0.0 -0.1
H -3.7170 -7.7335 6.8400 0.0 -0.1 0.2
C 5.2790 -5.3998 -4.5568 0.1 0.1 0.0
Cl 5.1723 -4.6773 -6.1671 0.1 -0.1 0.1
Cl 6.7737 -4.9063 -3.7501 -0.1 -0.1 0.0
Cl 3.8707 -4.9554 -3.5835 0.0 -0.1 0.0
H 5.2909 -6.4815 -4.6671 0.0 0.2 0.0
C -3.1600 -4.9196 -4.2999 -0.1 0.0 0.0
Cl -2.4273 -5.3017 -5.8647 0.0 0.0 0.1
Cl -2.2661 -3.6221 -3.4960 -0.3 -0.4 -0.2
Cl -4.8598 -4.4723 -4.5013 0.1 -0.1 0.0
H -3.1119 -5.8077 -3.6737 0.0 0.1 -0.1


Record 2
5
Properties=species:S:1:pos:R:3:forces:R:3 method="wB97M-V/def2-TZVPD" e_homo_ev=-9.576 gap_ha=0.31639 e_above_lowest_kj_mol=276.37 e_tot_ha=-490.885892
C 0.8720 -0.4348 -1.3086 -2.5 0.8 3.9
N 0.2587 -0.8092 -0.3186 0.6 2.3 -1.5
F 1.0634 1.7911 -1.8122 -0.3 -2.2 0.6
I 1.9381 -0.7829 -2.9039 0.4 -0.1 -0.6
H -0.3515 -0.3668 0.4734 1.8 -0.9 -2.3


Record 3
10
Properties=species:S:1:pos:R:3:forces:R:3 method="wB97M-V/def2-TZVPD" e_homo_ev=-9.277 gap_ha=0.37401 e_above_lowest_kj_mol=119.84 e_tot_ha=-748.129137
N -2.0572 -0.4503 0.0820 -0.3 -0.2 1.0
N -0.8117 -0.4243 -0.4038 1.5 1.6 0.6
C 0.1850 -0.0294 0.3246 -0.6 -0.2 -0.2
C 1.4850 0.2638 -0.3817 -0.4 -0.9 0.8
F 1.9469 1.4822 0.0354 0.0 -0.1 -0.2
Cl 2.7372 -0.9791 0.0493 -0.3 0.4 -0.2
H -2.7593 -0.3745 -0.6386 0.2 -0.1 0.2
H -2.2534 0.0597 0.9563 0.2 -0.3 -0.7
H 0.2040 0.2050 1.4262 -0.5 -0.2 -1.0
H 1.3234 0.2469 -1.4498 0.3 0.0 -0.2


Record 4
187
Properties=species:S:1:pos:R:3:forces:R:3 method="wB97M-V/def2-TZVPD" s2=0.87 charge=+4 e_homo_ev="-15.508 / -15.508" gap_ha="0.16189 / 0.09916" e_tot_ha=-7860.542943 spin_multiplicity=2
C -28.6314 -0.8856 -15.1480 -1.0 -1.8 -0.3
C -27.2223 -1.0568 -15.6019 0.5 6.0 -0.4
O -26.6354 0.0108 -15.9397 -0.9 -6.1 1.0
N -26.6753 -2.5330 -15.7128 1.3 2.9 0.7
H -27.0041 -3.1573 -14.9901 -1.0 -0.1 0.2
H -27.0864 -2.7708 -16.6042 0.6 -1.0 -0.8
C -25.1484 -2.5074 -15.4289 -0.3 -0.3 -1.2
H -29.0998 0.0885 -15.2893 0.9 0.2 0.2
H -28.8710 -1.3145 -14.1751 0.3 0.2 0.3
H -29.2307 -1.5286 -15.7927 -0.2 -0.3 -0.3
H -24.6349 -1.8952 -16.1702 -0.2 0.3 0.2
H -24.7636 -3.5208 -15.5427 -0.2 0.0 0.3
H -25.0894 -2.1125 -14.4146 0.3 -0.1 -0.2
C -16.8271 5.3970 -13.6206 -1.0 0.0 0.4
C -18.0803 4.4511 -13.3119 2.2 -0.9 1.2
O -18.1114 3.5518 -12.4970 -0.5 2.3 -2.2
N -19.3262 4.6592 -14.2284 1.0 -2.5 0.7
H -20.1330 4.4930 -13.6441 -0.1 -1.0 0.4
H -19.4878 5.6253 -14.4744 0.8 1.1 -1.0
C -19.2326 3.7009 -15.4802 0.4 2.0 0.7
H -17.1158 6.4448 -13.5375 -0.5 0.0 -0.5
H -16.3452 5.2343 -14.5847 -0.7 -0.1 -0.4
H -15.9730 5.3709 -12.9439 -0.5 -1.0 0.6
H -20.1879 3.6873 -16.0049 0.2 0.1 0.1
H -18.8753 2.6942 -15.2633 -0.1 0.3 0.5
H -18.4968 4.3000 -16.0167 -0.1 -0.7 -0.8
C -25.3923 2.7068 -14.6440 1.0 0.9 0.5
C -24.7915 4.1063 -14.2699 -2.0 0.5 0.8
O -25.4190 4.9651 -13.6234 3.3 -3.0 -2.7
N -23.3402 4.3107 -14.8325 -2.7 3.4 0.1
H -22.6508 4.1676 -14.1084 0.4 -0.6 1.1
H -23.0651 3.7893 -15.6526 -0.4 -1.2 -0.8
C -23.1187 5.7681 -15.3111 0.0 -0.1 1.7
H -25.5007 2.5452 -15.7165 -0.4 0.7 -0.2
H -26.3035 2.5672 -14.0624 0.0 0.1 -0.3
H -24.6971 1.8861 -14.4679 0.4 0.2 0.7
H -23.3350 6.4196 -14.4644 -0.2 -0.1 0.0
H -23.7600 6.0555 -16.1443 0.4 -0.5 -0.2
H -22.0381 5.8695 -15.4115 -0.1 0.0 -0.8
C -29.9005 1.8512 -18.2379 0.2 0.5 -1.1
C -28.9682 3.0547 -18.7661 -0.3 -0.9 0.6
C -27.8131 3.2504 -17.7438 1.0 -0.9 -0.3
C -26.5206 3.9682 -18.1808 -0.2 0.9 0.2
C -26.4375 4.1891 -19.6698 -1.1 -1.2 -0.5
C -26.8670 2.9260 -20.4913 -1.3 2.4 -0.4
N -28.4098 2.6392 -20.1687 -2.9 -3.9 -4.3
O -29.1833 1.8969 -21.1299 4.9 5.0 6.6
C -26.0925 1.6959 -20.1659 1.0 -0.5 0.0
C -26.7622 3.3510 -21.9988 0.0 -1.9 1.4
C -29.6934 4.4077 -18.9525 -1.4 -0.5 -0.3
H -29.2882 0.9946 -17.9562 0.3 0.1 -0.2
H -30.5959 1.5261 -19.0118 0.2 0.1 -0.2
H -30.5616 2.0242 -17.3887 0.4 0.9 0.1
H -27.4684 2.2751 -17.4002 -0.3 -0.3 -0.1
H -28.2109 3.7348 -16.8521 -0.4 0.0 -0.2
H -25.6516 3.4148 -17.8251 0.0 -0.1 -0.1
H -26.4606 4.9469 -17.7048 0.0 0.1 0.1
H -25.4341 4.4441 -20.0106 0.0 0.0 0.1
H -27.1225 4.9691 -20.0021 0.2 0.2 0.2
H -26.3151 0.8794 -20.8528 0.1 0.0 0.2
H -25.9565 1.3664 -19.1358 -1.0 0.0 0.2
H -25.0633 2.0347 -20.2842 0.4 -0.1 -0.7
H -26.8878 2.3887 -22.4950 -0.1 0.5 -0.8
H -25.7254 3.6742 -22.0917 -0.2 0.1 -0.4
H -27.4916 4.1043 -22.2967 0.2 -0.1 0.0
H -29.2813 5.1409 -19.6458 0.2 -0.4 0.0
H -29.8420 4.9183 -18.0010 0.4 -0.2 0.2
H -30.7051 4.1379 -19.2555 -0.1 0.3 -0.5
C -24.0723 13.0450 -12.6336 -0.1 -0.4 0.2
C -25.4452 12.1276 -12.6100 1.0 0.3 0.7
C -25.5850 11.2363 -13.8612 -1.2 1.1 0.7
C -24.5670 10.1948 -13.9423 0.7 -1.2 -1.3
C -24.7559 9.1627 -12.8870 0.2 0.2 1.0
C -24.5298 9.8438 -11.4885 0.4 -1.6 -2.0
N -25.2650 11.1823 -11.4266 3.4 4.3 7.4
O -25.2111 11.7850 -10.1027 -1.0 -4.0 -8.6
C -22.9309 9.9653 -11.4643 0.2 0.7 1.6
C -25.1476 8.9629 -10.4439 0.8 -1.0 1.6
C -26.7146 12.9458 -12.3977 0.0 0.7 0.5
H -23.8541 13.7126 -11.8001 -1.4 0.2 0.3
H -24.0810 13.6199 -13.5596 -0.3 -0.1 0.0
H -23.1025 12.5489 -12.5947 -0.4 -1.0 -0.6
H -25.6021 11.9017 -14.7244 -0.2 0.0 0.0
H -26.5464 10.7414 -13.7243 -0.4 0.2 -0.5
H -23.5892 10.6744 -13.8982 0.2 -0.5 -0.1
H -24.6171 9.5998 -14.8542 0.0 0.7 -0.4
H -24.0509 8.3589 -13.0992 0.6 0.2 0.8
H -25.6701 8.5692 -12.8990 -0.7 0.7 -0.3
H -22.6360 10.4195 -10.5184 0.0 0.0 0.1
H -22.3247 10.4593 -12.2238 -1.1 0.7 -0.4
H -22.4195 9.0069 -11.5539 -0.9 -0.6 0.5
H -26.2151 8.7855 -10.5743 0.0 0.5 0.0
H -24.8849 9.2029 -9.4136 -0.5 0.8 0.0
H -24.7019 7.9682 -10.4456 0.2 -0.1 -0.8
H -26.8569 13.5943 -13.2621 0.0 -0.2 -0.1
H -26.6901 13.6100 -11.5337 0.4 -0.1 0.0
H -27.6034 12.3329 -12.2482 0.1 -0.3 -0.3
C -26.9088 5.3664 -10.8224 0.5 -1.2 1.4
C -28.0934 6.2424 -10.2898 1.0 -0.8 -1.9
C -29.2911 5.3162 -9.9541 -0.3 1.0 0.1
N -30.6722 5.9982 -10.0489 1.6 0.7 1.7
C -30.9698 6.6336 -11.4876 -0.6 -2.0 2.4
C -31.7684 4.9929 -9.5607 -0.4 1.7 -1.3
C -32.8678 5.9651 -9.0156 -0.5 -3.1 -0.5
C -32.0772 6.8982 -8.2172 -0.7 1.7 1.0
C -30.7756 7.1171 -8.9564 -0.5 0.5 -0.8
H -26.0111 5.7468 -11.3098 -0.8 0.8 -0.7
H -27.1810 4.4022 -11.2518 -0.5 0.4 -0.8
H -26.3626 4.9615 -9.9705 -0.2 0.1 0.8
H -28.3829 6.9690 -11.0490 -0.1 0.0 -0.1
H -27.5994 6.8187 -9.5076 -1.0 -0.1 0.6
H -29.1136 4.9390 -8.9470 -0.6 0.0 0.1
H -29.4645 4.4472 -10.5889 0.8 0.1 -0.4
H -30.7160 5.8249 -12.1729 -0.2 0.3 -0.2
H -30.4734 7.5755 -11.7211 0.1 -0.3 0.5
H -32.0379 6.7314 -11.2935 -0.1 0.4 -1.2
H -31.9841 4.3252 -10.3948 -0.3 0.1 0.1
H -31.3522 4.4258 -8.7281 0.1 0.2 -0.1
H -33.5355 6.4998 -9.6912 0.5 -0.4 -0.7
H -33.5604 5.3721 -8.4182 0.0 0.0 0.1
H -32.7231 7.7752 -8.2594 0.7 0.6 0.5
H -31.9978 6.6588 -7.1568 0.4 -0.3 -0.2
H -30.8827 8.0319 -9.5394 0.5 0.1 0.3
H -29.9384 7.1658 -8.2601 0.3 -0.3 -0.6
C -26.7147 -4.3773 -8.0556 -1.4 0.4 0.5
C -25.9489 -3.3209 -8.7996 1.9 1.2 0.0
C -26.5765 -1.8699 -8.8946 0.5 -2.1 -1.0
N -25.8661 -0.9291 -9.9561 -0.6 0.3 0.6
C -24.3910 -0.6460 -9.4937 -0.7 1.2 -1.4
C -26.7368 0.3060 -10.2295 1.6 2.2 1.3
C -26.1184 1.0367 -11.4396 -2.2 -0.6 0.1
C -25.7600 -0.1442 -12.3220 2.2 -0.5 0.4
C -25.8973 -1.3882 -11.4022 0.3 -1.6 0.4
H -26.9995 -3.9653 -7.0875 -0.2 0.0 0.1
H -26.1537 -5.2737 -7.7914 0.2 0.1 -0.5
H -27.6376 -4.6458 -8.5696 0.0 -0.2 0.0
H -25.6550 -3.6370 -9.8005 -0.1 -0.2 -0.1
H -25.0238 -3.2573 -8.2267 0.3 0.3 -0.2
H -26.5954 -1.4178 -7.9030 0.0 0.5 -0.4
H -27.5669 -2.1372 -9.2629 -0.3 1.0 -0.1
H -23.8243 -0.2978 -10.3573 -0.2 -0.3 -0.4
H -23.8554 -1.5190 -9.1206 -0.7 0.0 0.3
H -24.3664 0.2663 -8.8978 -0.3 -0.6 0.7
H -26.6569 1.0448 -9.4321 -0.4 -0.6 0.7
H -27.7760 0.0382 -10.4204 0.3 -0.5 0.2
H -25.3428 1.7638 -11.1989 0.4 -0.5 0.0
H -26.9497 1.6043 -11.8580 0.0 0.2 -0.1
H -24.7034 0.0302 -12.5252 0.2 -0.5 -0.2
H -26.1931 -0.2459 -13.3171 -0.6 0.1 0.4
H -25.1406 -2.1714 -11.4479 0.3 0.3 -0.6
H -26.8373 -1.9325 -11.4929 -0.3 0.2 -0.2
N -21.5819 3.6712 -12.8654 -0.3 -3.7 1.2
S -21.9135 4.1981 -11.4403 -0.4 5.5 8.0
O -20.7924 4.5085 -10.5489 -1.8 -1.4 -2.1
O -23.1628 3.7642 -10.7604 2.2 -0.1 -2.0
F -22.3061 5.6152 -11.8878 -0.8 1.9 -1.3
S -21.5971 2.1031 -12.2471 3.5 -6.1 -1.2
O -22.8984 1.4753 -12.2096 0.3 0.8 -0.5
O -20.6413 1.7302 -11.2002 -2.4 1.9 -1.6
F -20.8734 1.3985 -13.4994 -0.9 0.9 0.1
N -19.4967 7.2041 -14.9767 -4.5 -1.2 10.3
S -19.1102 7.9833 -16.0908 3.8 4.4 -14.2
O -17.7723 8.4759 -16.2696 -1.1 0.3 1.6
O -20.2020 8.6949 -16.7580 0.8 0.0 1.8
F -18.9964 6.6973 -17.0610 0.0 -0.7 -0.2
S -20.3111 8.3987 -13.9986 0.3 -0.2 2.1
O -21.7655 8.2303 -13.9736 2.1 0.2 -0.4
O -19.7102 9.7136 -13.8423 -1.3 -2.2 -1.1
F -19.8106 7.6645 -12.6797 -0.6 -0.1 0.1
N -25.8783 8.7445 -19.3153 2.2 0.5 4.2
S -27.3437 8.5230 -19.6147 -5.9 -2.6 -8.9
O -28.2966 9.5728 -19.5525 0.6 0.0 1.4
O -27.7972 7.1432 -19.3745 1.0 2.1 1.1
F -27.1245 8.4430 -21.2292 0.0 0.0 1.9
S -26.0806 8.6686 -17.5881 2.7 1.7 6.9
O -25.8722 7.3822 -16.9825 -0.8 -0.1 -1.9
O -27.1187 9.5049 -16.9542 2.2 -1.6 -2.8
F -24.6656 9.3178 -17.0916 -1.8 0.1 -1.9
N -22.8229 3.1308 -17.2007 -0.3 4.2 -1.6
S -22.1163 3.5186 -18.6499 2.6 6.6 -5.3
O -22.7448 3.0562 -19.8974 0.8 0.2 3.2
O -20.6738 3.7813 -18.6271 -2.7 -2.0 0.5
F -22.5544 5.0673 -18.6314 -1.1 -0.5 0.5
S -22.3834 1.7258 -17.3054 1.9 -12.1 0.9
O -20.9336 1.4455 -17.0946 -4.0 0.9 -0.7
O -23.1899 0.9229 -18.2603 2.1 1.6 1.2
F -23.0679 1.0977 -15.9934 0.1 0.8 1.2


Record 5
26
Properties=species:S:1:pos:R:3:forces:R:3 method="wB97M-V/def2-TZVPD" e_homo_ev=-8.835 gap_ha=0.20605 e_above_lowest_kj_mol=26.75 e_tot_ha=-1104.139656
Ag 16.8502 -14.7481 7.9611 0.0 -0.9 1.6
Cl 16.9556 -16.2785 10.5083 0.0 1.0 -1.7
C 14.1785 -17.0113 13.2041 1.0 0.1 -0.1
C 15.1349 -18.1228 13.6016 -0.5 -0.4 -1.0
O 14.9366 -18.8060 14.5621 -0.5 -1.1 2.3
N 16.1795 -18.3825 12.7908 0.7 -0.7 -0.1
C 17.2065 -19.4596 12.9960 0.2 1.3 -1.0
H 13.1200 -17.2250 13.3523 0.3 -0.5 -0.1
H 14.4212 -16.7679 12.1696 -0.4 0.5 0.0
H 14.4227 -16.1948 13.8837 -0.1 0.3 -0.3
H 16.3130 -17.7940 11.9808 0.1 -0.2 0.0
H 17.0651 -20.2784 13.7014 -0.8 0.6 0.2
H 18.1410 -18.9464 13.2232 0.1 -0.1 0.3
H 17.3861 -19.9056 12.0178 -0.2 -0.1 -0.1
C 15.0586 -13.2388 11.4890 -0.6 -0.6 0.3
C 15.5046 -13.3412 12.9736 -0.3 2.4 -0.3
O 15.1692 -12.4712 13.7876 0.4 -1.1 -0.7
N 16.3236 -14.3674 13.2102 -0.5 -0.2 -0.4
C 17.0716 -14.5886 14.4065 0.7 0.7 0.6
H 15.7725 -12.9697 10.7106 0.7 0.3 0.6
H 14.2300 -12.5354 11.4069 0.0 -0.2 0.2
H 14.7676 -14.2408 11.1734 -0.5 -0.1 0.0
H 16.3844 -15.0168 12.4391 0.5 -0.2 0.1
H 16.8272 -15.5319 14.8949 0.3 0.0 -0.1
H 16.9723 -13.7761 15.1263 -1.0 0.0 -0.1
H 18.1295 -14.4348 14.1933 0.3 -0.9 -0.2


Copy entry 2 word for word.
5
Properties=species:S:1:pos:R:3:forces:R:3 method="wB97M-V/def2-TZVPD" e_homo_ev=-9.576 gap_ha=0.31639 e_above_lowest_kj_mol=276.37 e_tot_ha=-490.885892
C 0.8720 -0.4348 -1.3086 -2.5 0.8 3.9
N 0.2587 -0.8092 -0.3186 0.6 2.3 -1.5
F 1.0634 1.7911 -1.8122 -0.3 -2.2 0.6
I 1.9381 -0.7829 -2.9039 0.4 -0.1 -0.6
H -0.3515 -0.3668 0.4734 1.8 -0.9 -2.3